Record 1
{
  "formula": "C17H23NO3",
  "method": "wB97M-V/def2-TZVPD",
  "energy_ha": -941.9917,
  "gap_ev": 8.21,
  "e_above_lowest_ev": 3.916,
  "species": ["C", "C", "C", "C", "C", "C", "O", "C", "O", "O", "H", "H", "H", "H", "H", "H", "H", "H", "H", "C", "N", "C", "C", "C", "C", "C", "C", "C", "C", "C", "H", "H", "H", "H", "H", "H", "H", "H", "H", "H", "H", "H", "H", "H"],
  "xyz": [[1.16442, -1.85459, -0.41321], [0.84694, -0.53615, -0.99871], [1.72595, 0.49022, -1.32814], [1.29837, 1.64236, -2.17860], [2.47556, 2.20399, -2.98100], [3.70326, 2.34806, -2.11077], [4.09897, 1.08921, -1.50370], [3.15958, 0.19866, -1.09208], [3.55433, -0.83114, -0.54881], [-0.40273, -0.21263, -1.13865], [1.87743, -1.73969, 0.41164], [0.22589, -2.30781, -0.07516], [1.64670, -2.50402, -1.16006], [0.53726, 1.28529, -2.88411], [0.83816, 2.45100, -1.59959], [2.65238, 1.51324, -3.81975], [2.23775, 3.18298, -3.40971], [4.58961, 2.64675, -2.68966], [3.53009, 3.07269, -1.30231], [0.63865, 2.58125, 1.21577], [0.22491, 1.18016, 1.13963], [0.78740, 0.33153, 2.18338], [-0.81822, 0.85840, 0.33418], [-1.88007, -0.10565, 0.74525], [-2.01842, -0.64672, 2.03571], [-2.74071, -1.82654, 2.21198], [-3.42761, -2.42169, 1.15605], [-4.19000, -3.70105, 1.33273], [-3.43007, -1.76908, -0.08091], [-2.71787, -0.60100, -0.26477], [1.38415, 2.67679, 2.02140], [1.10944, 2.89355, 0.26524], [-0.22617, 3.24111, 1.41915], [1.86980, 0.51286, 2.20076], [0.38662, 0.61179, 3.17212], [0.61578, -0.73649, 1.99916], [-1.11351, 1.69022, -0.31616], [-1.53247, -0.18248, 2.88689], [-2.76355, -2.30137, 3.19561], [-4.62659, -4.00755, 0.37368], [-3.54352, -4.51425, 1.69220], [-5.01241, -3.59137, 2.05522], [-3.98669, -2.19936, -0.91695], [-2.74878, -0.11149, -1.23494]],
  "forces_ev_per_a": [[0.016, -0.684, 0.296], [0.828, 2.194, -0.697], [1.356, -1.907, 0.215], [-0.166, 0.291, -0.263], [-0.141, -0.248, -0.119], [0.280, -0.600, 0.112], [-0.114, 0.371, -0.147], [-0.266, -0.787, 0.263], [0.202, 1.355, -0.597], [-0.331, 0.173, 0.455], [-0.253, -0.251, -0.275], [0.123, -0.007, -0.098], [-0.077, 0.157, 0.314], [-0.026, 0.160, 0.264], [-0.062, 0.008, -0.039], [0.282, 0.227, 0.222], [-0.048, -0.107, 0.028], [-0.345, 0.039, 0.244], [0.037, -0.055, -0.161], [0.255, 0.237, -0.462], [-0.918, -0.017, -0.298], [0.276, -0.100, 0.159], [-0.387, 0.070, 0.235], [-0.471, -0.070, 0.320], [0.256, -0.128, -0.610], [-0.216, 0.116, 0.198], [0.114, 0.204, -0.073], [-0.172, -0.342, 0.000], [-0.315, 0.062, 0.159], [0.088, -0.151, -0.063], [-0.387, 0.066, -0.363], [-0.174, -0.045, 0.545], [0.446, -0.280, 0.023], [-0.201, -0.189, -0.041], [0.138, -0.162, -0.253], [-0.044, 0.482, 0.000], [-0.007, -0.287, 0.420], [0.021, -0.215, -0.172], [-0.061, 0.209, -0.220], [0.086, -0.018, 0.275], [-0.146, 0.206, -0.087], [0.237, 0.012, -0.171], [0.078, 0.182, 0.279], [0.207, -0.168, 0.181]]
}



Record 2
{
  "formula": "C17H23NO4",
  "method": "wB97M-V/def2-TZVPD",
  "energy_ha": -1017.3398,
  "gap_ev": 9.66,
  "e_above_lowest_ev": 1.174,
  "smiles": "COC(=O)c1ccc(OCC(=O)NC2CCCCCC2)cc1",
  "species": ["C", "H", "H", "H", "O", "C", "O", "C", "C", "C", "C", "C", "C", "H", "H", "O", "C", "H", "H", "C", "O", "N", "H", "C", "C", "C", "C", "H", "C", "H", "H", "C", "H", "H", "C", "H", "H", "H", "H", "H", "H", "H", "H", "H", "H"],
  "xyz": [[-5.07918, -5.83539, -2.49579], [-5.06241, -5.79848, -3.58631], [-4.67068, -6.78465, -2.15069], [-6.10262, -5.70753, -2.13780], [-4.25489, -4.79761, -1.98672], [-4.86393, -3.76245, -1.38344], [-6.06122, -3.67612, -1.25136], [-3.89998, -2.75117, -0.89981], [-2.52323, -2.88287, -1.08162], [-1.66994, -1.91037, -0.61428], [-2.16831, -0.78309, 0.04666], [-3.54191, -0.65009, 0.23238], [-4.39298, -1.62915, -0.24056], [-5.45994, -1.53812, -0.10511], [-3.95404, 0.20686, 0.74044], [-1.23549, 0.11477, 0.46126], [-1.65871, 1.27581, 1.14340], [-2.33889, 1.87414, 0.52301], [-2.17695, 1.02164, 2.07682], [-0.46212, 2.16704, 1.50224], [-0.62271, 3.18612, 2.13951], [0.71634, 1.71994, 1.05376], [0.73113, 0.86003, 0.52661], [1.97361, 2.41575, 1.25981], [2.40957, 3.04683, -0.06993], [3.87698, 3.47293, -0.12961], [4.80038, 2.35811, -0.61970], [5.76988, 2.79208, -0.87661], [5.03646, 1.23874, 0.39045], [5.59695, 1.63326, 1.24134], [5.66125, 0.47870, -0.08565], [3.76139, 0.57503, 0.90958], [3.12441, 0.28801, 0.07154], [4.04914, -0.34320, 1.42714], [2.99259, 1.46013, 1.89280], [3.71000, 2.04038, 2.47442], [2.44481, 0.83265, 2.59992], [4.38247, 1.93439, -1.53648], [3.96277, 4.30803, -0.82843], [4.20428, 3.83165, 0.84665], [1.76864, 3.91383, -0.24141], [2.21431, 2.34055, -0.88046], [1.74905, 3.21096, 1.97883], [-0.60276, -1.99799, -0.74674], [-2.13349, -3.75010, -1.59006]],
  "forces_ev_per_a": [[-0.426, -0.216, -0.062], [0.010, -0.003, 0.076], [0.003, 0.068, -0.037], [0.147, -0.093, -0.087], [0.335, 0.155, 0.072], [-0.373, -0.051, 0.007], [0.151, 0.029, -0.012], [0.078, 0.238, 0.123], [-0.161, 0.053, 0.041], [0.078, 0.229, 0.124], [-0.062, -0.305, -0.176], [0.238, 0.293, 0.144], [0.020, -0.356, -0.199], [-0.077, 0.012, 0.013], [-0.015, 0.084, 0.047], [0.012, -0.136, -0.073], [-0.221, 0.419, 0.261], [0.090, -0.080, 0.075], [0.080, 0.034, -0.118], [-0.246, -0.532, -0.252], [-0.256, 0.282, 0.181], [0.283, -0.231, -0.193], [-0.114, 0.044, 0.032], [0.027, 0.152, 0.103], [0.088, 0.159, 0.269], [-0.097, -0.105, -0.319], [0.177, 0.086, 0.293], [0.003, -0.026, -0.090], [-0.138, -0.092, -0.338], [0.054, -0.025, 0.056], [0.072, 0.012, 0.056], [0.236, 0.078, 0.299], [-0.062, -0.137, -0.107], [-0.074, -0.036, -0.068], [-0.117, -0.031, -0.079], [0.041, 0.005, 0.060], [0.027, 0.096, 0.057], [0.004, 0.008, -0.075], [0.021, 0.051, 0.088], [0.072, 0.126, 0.078], [-0.083, -0.067, -0.045], [-0.044, -0.012, -0.051], [0.053, -0.117, -0.125], [0.117, -0.008, -0.016], [0.049, -0.053, -0.035]]
}



Record 3
{
  "formula": "C17H23NO6Yb",
  "method": "wB97M-V/def2-TZVPD",
  "energy_ha": -2326.4952,
  "gap_ev": [4.68, 4.18],
  "total_charge": -1,
  "spin_multiplicity": 2,
  "e_above_lowest_ev": 3.004,
  "species": ["Yb", "O", "C", "O", "C", "O", "C", "C", "O", "O", "H", "H", "H", "H", "H", "N", "C", "O", "C", "C", "H", "H", "H", "H", "H", "H", "C", "C", "C", "C", "C", "C", "C", "C", "C", "C", "H", "H", "H", "H", "H", "H", "H", "H", "H", "H", "H", "H"],
  "xyz": [[-0.41107, -0.28109, 0.24591], [1.31503, 3.26117, -1.35765], [1.13205, 2.19075, -0.57915], [0.04214, 1.95456, -0.10100], [2.40023, 1.46400, -0.25526], [2.13178, 0.11598, 0.06402], [2.61972, -0.28733, 1.35793], [1.70264, 0.16768, 2.53013], [2.24884, 0.33601, 3.61350], [0.47117, 0.30581, 2.23631], [0.45070, 3.69616, -1.41662], [3.06834, 1.52001, -1.11817], [2.88148, 1.97182, 0.58672], [2.62298, -1.37608, 1.33804], [3.63322, 0.08102, 1.52880], [-1.85719, 0.25063, -3.88240], [-1.54016, 0.41354, -2.57514], [-0.43178, 0.04039, -2.17268], [-2.56462, 1.06811, -1.69789], [-2.79615, 0.22274, -0.41345], [-1.23698, -0.31034, -4.44368], [-2.80596, 0.35782, -4.18700], [-3.47427, 1.25959, -2.28525], [-2.15555, 2.03930, -1.40362], [-3.44215, -0.61384, -0.70970], [-3.42011, 0.83825, 0.24656], [1.29044, -3.78405, -1.65098], [0.11180, -3.69581, -0.65939], [-1.15402, -3.51766, -1.51468], [0.29345, -2.51325, 0.30245], [-0.00745, -4.96176, 0.17859], [0.96012, -5.96710, 0.18831], [0.86275, -7.06420, 1.04063], [-0.21576, -7.19685, 1.89598], [-1.19955, -6.20922, 1.89099], [-1.08941, -5.11413, 1.05450], [1.30360, -2.86065, -2.23077], [1.19442, -4.63747, -2.34346], [2.24362, -3.85494, -1.12661], [-1.09638, -2.55147, -2.02575], [-2.04981, -3.52256, -0.89441], [-1.24333, -4.31061, -2.26798], [1.01350, -2.83816, 1.07486], [1.81778, -5.89915, -0.46880], [1.64095, -7.82049, 1.03112], [-0.29417, -8.05112, 2.55877], [-2.04457, -6.28751, 2.56638], [-1.83112, -4.32831, 1.10620]],
  "forces_ev_per_a": [[-0.817, -0.684, 0.262], [0.250, 0.139, -0.282], [-0.819, 0.606, 0.839], [0.788, 0.800, -0.587], [0.255, -0.771, -0.078], [0.184, 0.450, -0.065], [-0.244, 0.014, 0.267], [-0.456, 0.126, -0.380], [0.283, -0.019, 0.297], [0.706, 0.090, 0.519], [0.020, -0.008, -0.026], [0.045, 0.005, 0.001], [-0.089, 0.195, -0.034], [0.026, 0.023, -0.039], [0.020, 0.030, -0.112], [0.054, -0.136, -0.263], [0.254, 0.059, 0.019], [-0.174, 0.144, -0.278], [-0.248, -0.271, 0.425], [-0.267, 0.326, -0.347], [-0.003, -0.007, 0.039], [-0.067, 0.054, 0.042], [0.014, 0.112, -0.182], [0.047, 0.034, -0.088], [0.002, -0.192, 0.041], [0.006, 0.022, 0.093], [-0.085, 0.071, 0.111], [0.035, -0.209, 0.086], [0.044, 0.034, 0.028], [0.198, -0.992, -0.379], [0.096, -0.186, -0.039], [-0.026, -0.028, 0.017], [0.040, -0.019, -0.058], [-0.129, 0.051, 0.001], [0.085, -0.108, 0.087], [0.020, 0.071, 0.003], [0.035, 0.017, -0.056], [0.004, 0.157, 0.151], [0.063, -0.013, -0.001], [-0.041, -0.055, 0.025], [-0.044, 0.072, -0.049], [-0.026, 0.017, 0.045], [0.038, -0.117, 0.003], [-0.029, 0.012, 0.021], [-0.013, 0.025, -0.014], [0.001, 0.028, -0.011], [0.006, 0.011, -0.028], [-0.040, 0.017, -0.028]]
}



Record 4
{
  "formula": "C17H24AlBr3Cl2FLiO17P4",
  "method": "wB97M-V/def2-TZVPD",
  "energy_ha": -12298.8488,
  "gap_ev": 2.20,
  "species": ["O", "C", "O", "C", "F", "P", "P", "O", "O", "O", "P", "P", "O", "O", "O", "H", "H", "H", "H", "H", "H", "H", "Al", "Cl", "C", "C", "C", "C", "C", "C", "H", "H", "H", "H", "H", "H", "C", "Br", "Br", "Br", "H", "C", "O", "H", "H", "H", "H", "C", "O", "O", "O", "Cl", "C", "C", "C", "O", "C", "C", "C", "O", "O", "O", "H", "H", "H", "H", "O", "H", "H", "Li"],
  "xyz": [[-0.72202, -0.13350, -3.66130], [-0.36508, -1.12400, -4.18651], [0.75187, -1.83741, -3.69951], [1.83621, -1.83922, -4.56975], [2.15952, -0.53306, -4.85815], [1.41517, -2.87801, -6.10554], [1.97373, -1.77376, -7.92409], [0.80218, -1.86813, -8.81275], [2.38554, -0.27802, -7.61149], [3.27635, -2.41718, -8.57336], [3.30683, -2.64048, -3.72514], [3.94906, -1.22836, -2.22880], [2.86403, -0.43695, -1.53218], [4.76277, -2.07521, -1.11180], [4.92785, -0.26469, -2.97997], [-0.85774, -1.61460, -5.03173], [2.35232, -3.92776, -6.06485], [1.77080, 0.28196, -8.11004], [3.29731, -3.37035, -8.41935], [2.75190, -3.74083, -3.05134], [4.67659, -3.01209, -1.39024], [4.92077, -0.43456, -3.93983], [3.16814, -1.07640, 0.31900], [3.54250, -1.65138, 2.58542], [1.21184, 3.21959, 0.01956], [0.17475, 3.55518, 0.87950], [-1.08432, 2.99379, 0.70430], [-1.30145, 2.08712, -0.32516], [-0.26575, 1.74705, -1.18360], [0.98915, 2.31910, -1.01397], [2.19266, 3.65717, 0.15814], [0.35370, 4.25297, 1.69033], [-1.89532, 3.25757, 1.37357], [-2.27410, 1.63279, -0.46176], [-0.44232, 1.03332, -1.97694], [1.79699, 2.05607, -1.68561], [1.33716, 0.22807, 5.11971], [0.84865, 0.76951, 6.89963], [0.77600, -1.54903, 4.72407], [0.67426, 1.43291, 3.78042], [2.41614, 0.25138, 5.06208], [-2.10733, 7.00050, 1.62338], [-1.91296, 6.16122, 2.75459], [-2.84285, 7.75297, 1.89654], [-1.17780, 7.49976, 1.33690], [-2.48106, 6.42984, 0.76827], [-1.26251, 5.49788, 2.51024], [6.53011, -3.70364, -4.62717], [7.70463, -3.91248, -4.94374], [5.85472, -4.46132, -3.86266], [5.89301, -2.67329, -5.01939], [-2.45919, -0.80947, -1.69002], [-3.98426, 0.05144, 8.13311], [-3.24085, 0.15055, 7.01850], [-3.22162, -0.94531, 5.97356], [-2.54303, -0.77722, 4.97909], [-4.01467, -2.13716, 6.21206], [-4.74955, -2.23136, 7.32783], [-4.78756, -1.12805, 8.35666], [-5.50211, -1.29942, 9.32992], [-5.50019, -3.28367, 7.62528], [-2.48710, 1.20561, 6.75741], [-4.00824, 0.82869, 8.88369], [-3.98314, -2.92029, 5.46791], [-5.91895, -3.07809, 8.48466], [-2.05124, 1.03780, 5.89826], [-5.30527, -1.79798, -2.34674], [-5.47827, -0.89155, -2.58731], [-4.33938, -1.63530, -2.42698], [-5.07799, 0.99881, -2.91486]],
  "forces_ev_per_a": [[0.341, 0.158, -0.743], [0.004, -0.043, 0.229], [-0.201, 0.417, -0.210], [-0.028, -0.595, 1.055], [0.265, -0.055, -0.162], [-1.107, 0.116, -0.146], [-0.515, -0.422, -1.188], [0.048, 0.134, 0.445], [0.164, -0.088, 0.063], [0.196, 0.109, 0.656], [0.741, -0.544, -1.577], [-0.967, 0.191, -1.567], [0.801, -0.266, 1.171], [-0.408, 0.075, -0.672], [-0.136, -0.267, 0.015], [0.081, -0.107, -0.082], [0.474, 0.317, 0.123], [0.078, 0.127, 0.077], [0.244, -0.017, -0.198], [-0.328, 0.382, 0.501], [0.643, -0.189, 0.443], [0.526, -0.012, 0.015], [-0.682, 0.117, 2.027], [0.036, 0.326, -1.356], [0.052, 0.010, 0.028], [-0.052, 0.023, 0.040], [0.019, 0.037, 0.003], [-0.024, 0.182, 0.077], [0.035, -0.008, -0.077], [-0.010, 0.022, 0.071], [0.002, 0.020, 0.004], [0.061, -0.010, 0.005], [0.005, -0.010, 0.026], [0.079, -0.099, 0.041], [0.024, 0.104, 0.199], [-0.012, 0.004, -0.003], [0.176, -0.034, -0.100], [0.013, 0.024, 0.004], [-0.179, -0.307, 0.197], [-0.066, 0.220, -0.100], [0.015, 0.001, -0.005], [0.114, -0.167, 0.038], [-0.059, 0.074, -0.072], [-0.007, -0.001, 0.025], [-0.041, 0.058, -0.038], [-0.023, 0.061, -0.036], [0.013, -0.054, 0.056], [-0.456, 0.424, 0.260], [0.063, -0.180, -0.028], [0.172, -0.140, 0.198], [0.447, 0.203, -0.190], [-1.354, 0.276, -0.122], [0.010, 0.046, 0.048], [-0.118, 0.045, 0.212], [-0.087, -0.211, -0.052], [0.050, 0.290, 0.122], [0.034, -0.019, -0.053], [0.051, -0.080, -0.134], [0.043, 0.144, 0.080], [-0.012, -0.133, -0.073], [-0.041, 0.043, 0.089], [-0.049, -0.099, -0.248], [0.017, 0.027, -0.024], [-0.015, -0.007, 0.005], [-0.001, 0.020, 0.005], [0.034, -0.009, 0.017], [0.380, 0.426, -0.583], [-1.371, 0.229, -0.005], [0.849, -1.105, 0.793], [0.950, -0.204, 0.379]]
}